Molecular formula: C38H53ClF33IO6P2
Method: DFT, ωB97M-V with the def2-TZVPD basis set

The geometry in XYZ format:
```
134
Properties=species:S:1:pos:R:3:mulliken_charge:R:1
C -0.5172 -2.9974 2.3523 -0.589
C -1.3712 -4.3193 2.7036 -0.275
C -2.3800 -4.1400 3.9296 -0.763
C -3.1773 -2.7544 3.9539 -0.707
C -3.8171 -2.3164 2.5537 1.664
C -5.3752 -2.6694 2.3841 -0.852
C -6.1782 -1.3153 1.9899 -0.543
C -5.8685 -0.8131 0.5000 0.197
C -5.1436 0.6087 0.4018 -0.282
C -5.7430 1.7429 1.3643 -0.457
C -4.7454 1.9210 2.6195 0.511
C -3.7979 3.2442 2.5245 -0.074
C -2.6875 3.0683 3.6717 -0.846
C -1.5766 2.0406 3.1238 0.124
P 0.1293 2.7856 2.7982 0.249
C 1.2093 2.4669 1.2583 -0.859
C 0.7319 1.2626 0.3358 0.098
O -0.2621 0.5499 0.5073 -0.329
I 2.0081 0.8550 -1.4228 0.053
C 1.0331 1.3737 3.7749 -0.243
C 0.8410 1.5057 5.3721 -1.131
F 0.6720 0.0568 3.2763 -0.257
P -0.6965 4.5693 1.7768 0.320
O -1.1716 4.1701 0.1680 -0.442
Cl 0.9342 5.9698 1.7295 -0.314
H 0.4652 -3.3200 1.8468 0.403
H -1.0927 -2.3488 1.6097 0.076
H -0.2744 -2.3594 3.2638 0.062
H -0.6411 -5.1663 2.9461 0.388
H -1.9193 -4.6346 1.7539 0.034
H -3.0770 -5.0498 4.0347 0.316
H -1.7358 -4.1584 4.8865 0.310
H -4.0581 -2.8951 4.6833 0.450
H -2.5514 -1.9045 4.4120 0.143
H -3.7380 -1.1681 2.5079 -1.065
H -3.2751 -2.7072 1.6352 -0.284
H -5.8379 -3.0136 3.3800 0.427
H -5.5265 -3.5085 1.6326 0.144
H -5.9389 -0.5597 2.8086 0.235
H -7.2896 -1.6175 2.0063 0.295
H -6.8308 -0.8698 -0.1295 0.464
H -5.1431 -1.5790 0.0134 -0.562
H -4.0009 0.4888 0.4934 0.005
H -5.3061 0.9870 -0.6765 0.421
H -5.9839 2.7126 0.8217 0.011
H -6.7369 1.3512 1.7980 0.350
H -5.2993 1.9024 3.6150 0.365
H -4.0555 1.0047 2.6103 -0.672
H -3.2482 3.1660 1.5205 0.043
H -4.3976 4.2122 2.5911 0.042
H -3.2208 2.5443 4.5497 0.446
H -2.2792 4.0400 4.0928 0.319
H -1.4960 1.2010 3.9058 0.030
H -2.0060 1.5323 2.1893 -0.029
H 0.6478 3.6965 3.8104 0.020
H 2.2943 2.2294 1.5618 0.522
H 1.2990 3.3831 0.5644 0.582
H 2.1718 1.4518 3.6047 0.342
H 1.7700 1.0022 5.8301 0.372
H -0.0881 0.9876 5.7654 0.270
H 0.9230 2.6066 5.6576 0.340
H -1.2791 3.1979 0.0706 0.297
C -7.3519 7.9002 0.7211 -0.799
C -6.4210 6.6692 0.7597 1.042
C -6.0468 6.0656 -0.5943 0.027
F -7.1176 5.6032 -1.2662 -0.230
F -5.2203 5.0038 -0.4211 -0.191
F -6.9616 5.7327 1.5759 -0.264
F -5.2637 7.0697 1.3642 -0.349
O -8.7459 7.6678 0.9611 -0.409
C -9.5461 7.2977 -0.1409 0.763
C -10.1619 5.9048 0.0247 0.184
F -9.2115 4.9542 0.1489 -0.196
F -10.9051 5.5756 -1.0592 -0.258
F -8.8421 7.4277 -1.2798 -0.274
F -10.5349 8.2180 -0.2075 -0.298
H -7.0445 8.5337 1.5580 0.400
H -7.1890 8.5181 -0.1654 0.343
H -5.5277 6.7927 -1.2243 0.262
H -10.8012 5.8632 0.9101 0.236
C 8.1976 2.6827 -1.3402 -0.776
C 9.1679 1.4880 -1.2170 0.949
C 9.6534 0.8770 -2.5318 0.088
F 8.6476 0.3641 -3.2647 -0.218
F 10.5056 -0.1512 -2.2858 -0.255
F 8.6083 0.5459 -0.4215 -0.270
F 10.2669 1.9412 -0.5448 -0.325
O 6.8000 2.4027 -1.1888 -0.386
C 6.0891 1.9855 -2.3345 0.866
C 5.5147 0.5735 -2.1841 0.159
F 6.4885 -0.3392 -1.9795 -0.228
F 4.8571 0.1948 -3.3083 -0.231
F 6.8639 2.1232 -3.4260 -0.284
F 5.0747 2.8671 -2.4841 -0.261
H 8.4253 3.3406 -0.4967 0.421
H 8.3971 3.2918 -2.2253 0.333
H 10.1866 1.6133 -3.1388 0.256
H 4.8191 0.5206 -1.3429 0.042
C 12.1042 -3.2549 -3.3362 -0.581
C 13.2653 -2.4038 -3.8945 0.922
C 13.9187 -2.9217 -5.1762 0.069
F 14.4902 -4.1291 -5.0128 -0.218
F 14.9108 -2.0824 -5.5698 -0.277
F 14.1857 -2.2182 -2.9189 -0.283
F 12.7519 -1.1676 -4.1655 -0.317
O 12.4151 -4.1543 -2.2638 -0.420
C 12.9029 -5.4340 -2.6040 0.779
C 14.3215 -5.6777 -2.0799 0.205
F 15.1972 -4.7834 -2.5851 -0.214
F 14.7638 -6.9062 -2.4425 -0.255
F 12.7942 -5.6257 -3.9312 -0.279
F 12.0565 -6.3189 -2.0295 -0.297
H 11.4027 -2.5456 -2.8876 0.290
H 11.5306 -3.7463 -4.1260 0.367
H 13.1938 -2.9862 -5.9919 0.286
H 14.3529 -5.6049 -0.9899 0.234
C -5.1476 -5.4192 -4.4508 -0.706
C -5.6252 -6.4475 -3.4025 0.892
C -6.7613 -5.9948 -2.4846 0.074
F -6.4207 -4.9373 -1.7245 -0.152
F -7.0936 -6.9898 -1.6232 -0.279
F -4.5593 -6.8707 -2.6829 -0.263
F -6.0672 -7.5389 -4.0949 -0.332
O -3.9696 -4.6673 -4.1328 -0.403
C -4.1324 -3.4916 -3.3695 0.742
C -3.4128 -3.5666 -2.0196 0.228
F -3.8779 -4.5849 -1.2648 -0.241
F -3.6087 -2.4315 -1.3061 -0.197
F -5.4409 -3.2026 -3.2506 -0.266
F -3.5961 -2.4928 -4.1066 -0.304
H -4.8570 -6.0014 -5.3298 0.409
H -5.9581 -4.7762 -4.8029 0.325
H -7.6558 -5.7384 -3.0585 0.241
H -2.3379 -3.7102 -2.1549 0.185
```

The total charge is 0. The calculation puts the gap between HOMO and LUMO at 7.7 eV.

***

Molecular formula: C7H12N3O
Method: DFT, ωB97M-V with the def2-TZVPD basis set

The geometry in XYZ format:
```
23
Properties=species:S:1:pos:R:3:nbo_charge:R:1
C 3.3684 0.2107 0.1100 -0.272
C 2.6609 0.8914 -0.9036 0.129
C 2.6730 -0.4284 1.1038 0.103
C 0.8985 -0.0969 -0.0701 0.710
C -1.6083 -1.8623 -0.3865 -0.438
C -1.7166 0.4157 -1.2972 -0.454
C -1.5111 1.1391 1.5234 -0.298
N 1.3813 0.5798 -1.0133 -0.464
N 1.3309 -0.6377 0.9612 -0.437
N -1.3196 -0.4720 -0.2378 -0.021
O -1.9139 -0.1104 0.9647 -0.370
H 4.3779 0.5306 0.1641 0.262
H 3.0155 1.3557 -1.8326 0.251
H 3.0843 -1.0670 1.8332 0.242
H -1.3642 -2.3454 0.5235 0.243
H -2.6468 -2.1525 -0.5145 0.239
H -0.9071 -2.3075 -1.2598 0.230
H -2.7684 0.3694 -1.4847 0.227
H -1.4886 1.4125 -0.9865 0.227
H -1.2884 0.1935 -2.2940 0.247
H -1.8029 1.1075 2.6764 0.252
H -2.1599 1.9911 1.0384 0.206
H -0.2948 1.2828 1.3818 0.187
```

The total charge is +1. The calculation puts the gap between HOMO and LUMO at 9.3 eV. The value obtained for the energy relative to the best compared isomer or geometry (same formula, charge and spin) is 5.8800 eV.

***

Molecular formula: C56H67Br2CaI2N5O2P2Si
Method: DFT, ωB97M-V with the def2-TZVPD basis set

The geometry in XYZ format:
```
138
Properties=species:S:1:pos:R:3:mulliken_charge:R:1
Ca 0.3801 0.4103 0.2063 2.359
I -3.6442 4.7635 -6.9229 -0.076
C -2.7784 4.0575 -5.1194 -0.578
C -2.5509 4.9340 -4.0757 -0.516
C -1.9751 4.4460 -2.9190 -0.081
I -1.5846 5.8376 -1.3760 -0.079
C -1.6021 3.0818 -2.7024 -0.406
O -1.0427 2.6534 -1.6452 0.554
C -1.8682 2.2388 -3.8388 0.327
C -1.4703 0.7884 -3.7322 -0.213
N -0.1087 0.5961 -3.2789 1.009
C 0.8537 1.3057 -4.0813 -0.612
C 2.1805 1.4289 -3.3899 0.214
C 3.3582 1.4746 -4.1319 -1.080
C 4.5552 1.6966 -3.4763 -0.608
C 4.5402 1.8743 -2.1021 -0.921
C 3.3250 1.7999 -1.4419 -0.416
N 2.1698 1.5757 -2.0675 0.975
C -2.4295 2.7189 -5.0023 -0.228
H -2.8021 5.9816 -4.1644 0.387
H -1.6069 0.3059 -4.7069 0.497
H -2.1108 0.2964 -3.0046 -0.897
H -0.0688 0.9395 -2.3279 -1.310
H 0.5254 2.3360 -4.3091 0.329
H 0.9727 0.7906 -5.0411 0.403
H 3.3274 1.3370 -5.2056 0.507
H 5.4862 1.7325 -4.0296 0.367
H 5.4490 2.0544 -1.5453 0.499
H 3.2684 1.9167 -0.3678 0.303
H -2.6083 2.0339 -5.8239 0.431
C -1.7619 3.5458 2.2833 -1.410
C -2.8300 2.6918 1.6045 0.587
C -4.1567 2.8417 2.3543 -2.242
P -2.2193 0.9764 1.1992 2.238
C -2.5931 -0.0715 2.7149 1.935
C -2.0221 0.5649 3.9822 -2.022
C -4.0429 -0.5082 2.9080 -1.874
C -3.4543 0.4000 -0.0058 0.124
C -4.4815 1.2002 -0.4902 -0.725
C -5.2813 0.8076 -1.5521 -1.256
C -4.9924 -0.3907 -2.1894 -0.931
C -3.9730 -1.2024 -1.7329 -0.953
C -3.1948 -0.8677 -0.5976 -0.025
N -2.1617 -1.5995 -0.0768 0.892
C -1.9522 -2.9057 -0.3792 -0.798
C -2.8989 -3.8060 -0.9423 -0.898
C -2.5462 -5.0823 -1.3331 -1.149
C -1.2396 -5.5368 -1.1847 -1.063
C -0.3502 -4.7465 -0.4642 -0.496
C -0.7144 -3.5007 0.0225 0.205
P 0.1305 -2.6330 1.3881 1.813
C -0.7895 -3.5337 2.7902 0.317
C -0.4633 -2.8591 4.1242 -1.197
C -2.3030 -3.6579 2.6006 -1.693
C 1.7938 -3.5237 1.4815 1.200
C 2.8145 -2.6743 2.2476 -1.016
C 1.8507 -4.9505 2.0361 -2.369
H -2.0980 4.5876 2.3120 0.496
H -0.8229 3.5136 1.7391 0.221
H -1.5816 3.2200 3.3094 0.223
H -2.9518 3.0920 0.5978 0.278
H -4.0235 2.6872 3.4262 0.381
H -4.9251 2.1546 2.0018 0.403
H -4.5260 3.8631 2.2158 0.435
H -2.0059 -0.9659 2.4909 -0.754
H -2.6619 1.3724 4.3394 0.315
H -1.0251 0.9698 3.8015 -0.093
H -1.9538 -0.1743 4.7863 0.639
H -4.6589 0.3107 3.2815 0.407
H -4.0948 -1.3222 3.6394 0.493
H -4.4736 -0.8636 1.9713 0.274
H -4.6688 2.1714 -0.0537 0.293
H -6.0804 1.4494 -1.9017 0.352
H -5.5511 -0.6812 -3.0730 0.332
H -3.7130 -2.0789 -2.3091 0.583
H -3.9308 -3.4976 -1.0349 0.804
H -3.2941 -5.7320 -1.7767 0.342
H -0.9362 -6.5055 -1.5639 0.344
H 0.6474 -5.1274 -0.2880 0.415
H -0.3890 -4.5473 2.8090 1.002
H -0.8867 -1.8541 4.1640 -0.164
H 0.6149 -2.7662 4.2731 0.238
H -0.8751 -3.4392 4.9562 0.589
H -2.7599 -2.7212 2.2815 0.318
H -2.7620 -3.9608 3.5477 0.550
H -2.5429 -4.4111 1.8511 0.277
H 2.1112 -3.5453 0.4358 0.068
H 2.6209 -2.7153 3.3232 0.392
H 2.7848 -1.6312 1.9371 -0.612
H 3.8245 -3.0584 2.0776 0.619
H 1.7521 -4.9441 3.1245 0.390
H 2.8253 -5.3855 1.7950 0.468
H 1.0823 -5.6065 1.6294 0.504
C -0.3890 -2.4813 -3.7272 -0.668
C 1.0151 -2.7269 -3.2676 0.670
C 1.8008 -3.7322 -3.8752 -1.429
C 3.0839 -3.9328 -3.4576 -1.252
C 3.6187 -3.1287 -2.4283 1.241
C 4.9422 -3.2104 -1.9483 -0.131
Br 6.1540 -4.5234 -2.6424 -0.323
C 5.3977 -2.3605 -0.9784 -0.098
C 4.5277 -1.4303 -0.4155 0.059
Br 5.1992 -0.3128 0.9704 -0.157
C 3.1644 -1.3136 -0.7471 -0.742
O 2.3584 -0.5363 -0.1526 0.196
C 2.7441 -2.1664 -1.8521 -1.192
N 1.4791 -1.9973 -2.2816 1.133
H -1.0067 -3.3618 -3.5397 0.378
H -0.4119 -2.2637 -4.7986 0.563
H -0.7824 -1.6341 -3.1777 -0.630
H 1.3730 -4.3399 -4.6635 0.484
H 3.7061 -4.6964 -3.9054 0.346
H 6.4229 -2.4116 -0.6400 0.466
C 3.9078 1.6961 3.7152 -1.289
Si 2.0271 1.7353 3.3701 0.464
C 1.4380 0.0068 3.9041 -0.968
C 1.3614 2.9650 4.6851 -1.546
N 1.4855 2.0670 1.7944 1.334
C 1.6729 3.2847 1.1945 -0.626
C 1.0202 3.5796 -0.0216 1.623
C 1.1877 4.7772 -0.6830 -1.202
C 2.0117 5.7694 -0.1610 -1.612
C 2.6497 5.5243 1.0486 -0.932
C 2.4870 4.3206 1.7135 -0.578
H 4.1056 1.7420 4.7906 0.362
H 4.4399 2.5260 3.2418 0.356
H 4.3478 0.7725 3.3333 0.090
H 2.2969 -0.6158 4.1631 0.520
H 0.8928 -0.4923 3.0996 -0.426
H 0.7897 0.0483 4.7815 0.677
H 1.1126 2.4505 5.6175 0.430
H 0.4596 3.4694 4.3303 0.253
H 2.0918 3.7448 4.9190 0.440
H 0.3535 2.8336 -0.4389 -0.331
H 0.6606 4.9473 -1.6155 1.064
H 2.1384 6.7144 -0.6748 0.357
H 3.2871 6.2890 1.4825 0.323
H 2.9992 4.1634 2.6565 0.137
```

The total charge is -2. The calculation puts the gap between HOMO and LUMO at 5.6 eV. The value obtained for the energy relative to the best compared isomer or geometry (same formula, charge and spin) is 0.6604 eV.

***

Molecular formula: C32H32ClN5OPdS
Method: DFT, ωB97M-V with the def2-TZVPD basis set

The geometry in XYZ format:
```
73
Properties=species:S:1:pos:R:3:nbo_charge:R:1
Pd 0.0179 0.0097 -0.1434 0.928
Cl -0.1343 5.7693 4.3348 -0.084
C -0.0222 4.6332 3.0095 -0.112
C 0.0756 5.1053 1.7110 -0.255
C 0.1505 4.1923 0.6844 -0.243
C 0.1159 2.7888 0.8811 0.384
O 0.1707 2.0425 -0.1571 -0.709
C 0.0231 2.3378 2.2485 -0.183
C 0.0006 0.9675 2.6435 0.045
N -0.0594 -0.0660 1.8545 -0.401
C -0.0518 -1.3596 2.2784 -0.021
C -0.0364 -1.8051 3.6418 -0.209
C 0.1652 -3.0988 3.9560 -0.277
C 0.5745 -4.0721 2.9090 -0.311
C -0.0063 -3.7210 1.5836 0.022
C -0.2224 -4.6446 0.5936 -0.179
C -0.4617 -4.2031 -0.7171 -0.339
C -0.4097 -2.8538 -0.9790 0.066
N -0.2527 -1.9380 -0.0248 -0.475
C -0.0979 -2.3432 1.2638 0.177
C -0.0374 3.2857 3.2785 -0.195
H 0.0994 6.1678 1.5133 0.203
H 0.2400 4.5439 -0.3338 0.202
H 0.0538 0.8062 3.7223 0.160
H -0.2336 -1.0873 4.4285 0.196
H 0.1772 -3.4305 4.9856 0.186
H 0.3416 -5.1083 3.1824 0.196
H -0.1785 -5.7056 0.8077 0.196
H -0.6150 -4.9130 -1.5176 0.199
H -0.5093 -2.4717 -1.9887 0.219
H -0.0999 2.9381 4.3023 0.204
S 3.0603 -0.3606 1.5222 -0.421
C 2.8194 -2.0237 1.4323 0.297
N 2.6836 -2.6790 2.6426 -0.653
C 2.1793 -4.0173 2.7325 -0.045
C 2.6062 -4.7444 1.5028 -0.379
C 2.8722 -4.0357 0.3869 0.039
N 2.9095 -2.6861 0.3001 -0.656
H 2.5116 -2.0653 3.4276 0.408
H 2.5829 -4.4907 3.6473 0.170
H 2.6121 -5.8254 1.5286 0.185
H 3.1135 -4.5364 -0.5482 0.167
C -3.1039 0.4199 -6.1208 -0.621
C -2.8468 0.3726 -4.6331 0.008
C -3.9049 0.5175 -3.7466 -0.369
C -3.6499 0.4681 -2.3767 0.098
C -4.7657 0.6316 -1.3795 -0.641
C -2.3680 0.2825 -1.9239 -0.343
C -1.2368 0.1501 -2.7851 0.314
C -1.5561 0.1896 -4.1715 -0.377
N -0.0370 -0.0174 -2.2198 -0.658
C 1.2345 -0.0291 -2.9250 0.112
C 1.4068 -1.2622 -3.8409 -0.625
C 2.3505 -0.0986 -1.8647 -0.636
C 1.4407 1.2777 -3.7198 -0.625
H -4.1652 0.5668 -6.3247 0.195
H -2.7882 -0.5091 -6.6006 0.200
H -2.5497 1.2391 -6.5839 0.201
H -4.9133 0.6713 -4.1112 0.174
H -5.7229 0.7700 -1.8794 0.189
H -4.5822 1.4967 -0.7431 0.212
H -4.8370 -0.2441 -0.7348 0.210
H -2.1889 0.2593 -0.8380 0.206
H -0.7856 0.0776 -4.9211 0.187
H 1.4806 -2.1501 -3.2173 0.215
H 2.3272 -1.1580 -4.4153 0.190
H 0.5751 -1.3866 -4.5298 0.195
H 2.3069 -1.0303 -1.2839 0.262
H 2.2611 0.7458 -1.1691 0.233
H 3.3283 -0.0477 -2.3440 0.189
H 0.7478 1.3593 -4.5515 0.193
H 2.4574 1.3311 -4.1086 0.186
H 1.2704 2.1149 -3.0462 0.224
```

The total charge is -2. The calculation puts the gap between HOMO and LUMO at 4.9 eV. The value obtained for the energy relative to the best compared isomer or geometry (same formula, charge and spin) is 0.0000 eV.